{"formula": "C57H72F2N3", "method": "ωB97M-V with the def2-TZVPD basis set", "largest_force_ha_per_bohr": 0.0525, "e_homo_ha": -0.3069, "energy_ev": -70175.3646, "lumo_energy_ev": -5.41, "charge": 1, "species": ["C", "C", "C", "C", "C", "C", "C", "C", "C", "C", "C", "N", "C", "C", "C", "C", "C", "C", "C", "C", "C", "C", "C", "C", "N", "N", "C", "C", "C", "C", "C", "C", "C", "C", "C", "C", "C", "C", "C", "C", "C", "C", "C", "C", "C", "H", "H", "H", "H", "H", "H", "H", "H", "H", "H", "H", "H", "H", "H", "H", "H", "H", "H", "H", "H", "H", "H", "H", "H", "H", "H", "H", "H", "H", "H", "H", "H", "H", "H", "H", "H", "H", "H", "H", "H", "H", "H", "H", "H", "H", "H", "H", "H", "H", "H", "H", "H", "H", "H", "H", "H", "H", "H", "H", "C", "C", "C", "F", "C", "C", "C", "C", "C", "C", "F", "C", "C", "C", "C", "C", "C", "H", "H", "H", "H", "H", "H", "H", "H", "H", "H", "H", "H", "H"], "coordinates": [[4.019, -2.262, -3.652], [3.338, -3.633, -3.582], [2.948, -4.084, -4.989], [2.180, -3.606, -2.596], [0.872, -3.303, -2.981], [-0.126, -3.068, -2.035], [-1.491, -2.520, -2.449], [-1.867, -2.855, -3.895], [-1.647, -1.031, -2.133], [0.145, -3.300, -0.651], [-0.935, -3.261, 0.346], [-1.921, -4.250, 0.365], [-2.290, -5.148, -0.721], [-3.510, -4.952, -1.396], [-4.535, -3.935, -0.914], [-5.412, -4.612, 0.134], [-5.281, -3.265, -2.062], [-3.785, -5.723, -2.532], [-2.830, -6.604, -3.028], [-1.653, -6.842, -2.318], [-1.403, -6.170, -1.121], [-0.290, -6.635, -0.191], [0.857, -7.333, -0.924], [-0.841, -7.536, 0.916], [-2.763, -4.057, 1.393], [-2.277, -2.994, 2.082], [-3.094, -2.468, 3.156], [-3.981, -1.412, 2.878], [-4.235, -0.952, 1.446], [-3.687, 0.450, 1.203], [-5.715, -1.060, 1.086], [-4.688, -0.837, 3.938], [-4.655, -1.420, 5.202], [-3.946, -2.605, 5.397], [-3.166, -3.150, 4.383], [-2.523, -4.512, 4.635], [-1.043, -4.632, 4.267], [-3.340, -5.628, 3.984], [-1.181, -2.395, 1.406], [-0.514, -1.229, 1.788], [1.471, -3.671, -0.264], [1.856, -3.913, 1.194], [2.613, -2.706, 1.749], [2.686, -5.178, 1.417], [2.454, -3.772, -1.241], [4.319, -1.910, -2.660], [4.908, -2.306, -4.287], [3.329, -1.525, -4.078], [4.064, -4.346, -3.173], [2.396, -5.028, -4.973], [2.337, -3.321, -5.479], [3.852, -4.229, -5.587], [0.634, -3.222, -4.044], [-2.216, -3.050, -1.815], [-1.720, -3.927, -4.090], [-2.924, -2.619, -4.082], [-1.257, -2.271, -4.601], [-1.436, -0.843, -1.072], [-0.945, -0.437, -2.738], [-2.673, -0.699, -2.348], [-3.974, -3.145, -0.399], [-4.801, -4.731, 1.037], [-6.300, -4.016, 0.378], [-5.722, -5.612, -0.203], [-4.582, -2.973, -2.859], [-6.044, -3.937, -2.482], [-5.782, -2.351, -1.717], [-4.748, -5.614, -3.041], [-3.010, -7.142, -3.959], [-0.929, -7.578, -2.673], [0.108, -5.718, 0.267], [1.299, -6.675, -1.687], [1.643, -7.611, -0.211], [0.504, -8.257, -1.406], [-1.656, -7.045, 1.463], [-1.236, -8.466, 0.478], [-0.047, -7.795, 1.630], [-3.679, -1.653, 0.812], [-2.615, 0.477, 1.438], [-3.826, 0.743, 0.153], [-4.211, 1.173, 1.846], [-6.097, -2.057, 1.344], [-6.303, -0.313, 1.635], [-5.866, -0.904, 0.010], [-5.301, 0.053, 3.762], [-5.217, -0.990, 6.031], [-4.007, -3.125, 6.355], [-2.587, -4.647, 5.723], [-0.479, -3.733, 4.545], [-0.615, -5.490, 4.801], [-0.919, -4.819, 3.193], [-4.382, -5.602, 4.323], [-3.333, -5.500, 2.893], [-2.911, -6.606, 4.232], [-0.818, -0.739, 2.705], [0.194, -0.843, 1.059], [0.922, -4.021, 1.760], [1.974, -1.818, 1.726], [2.913, -2.883, 2.789], [3.514, -2.503, 1.153], [2.215, -6.063, 0.974], [3.693, -5.073, 0.993], [2.789, -5.360, 2.495], [3.480, -4.005, -0.937], [4.534, -2.001, 6.559], [3.791, -1.170, 5.586], [4.410, -0.042, 5.044], [5.693, 0.232, 5.443], [3.778, 0.794, 4.158], [2.401, 0.578, 3.822], [1.682, 1.526, 3.041], [2.081, 2.905, 3.092], [2.654, 3.447, 4.290], [3.249, 4.688, 4.279], [3.865, 5.150, 5.420], [3.299, 5.503, 3.148], [4.020, 6.802, 3.206], [2.631, 5.030, 2.009], [2.023, 3.783, 1.972], [1.806, -0.619, 4.308], [2.473, -1.443, 5.196], [3.971, -2.921, 6.752], [5.534, -2.255, 6.178], [4.660, -1.474, 7.517], [4.323, 1.638, 3.739], [0.848, 1.205, 2.420], [2.669, 2.869, 5.214], [4.002, 7.288, 2.231], [3.572, 7.490, 3.933], [5.072, 6.691, 3.489], [2.613, 5.681, 1.133], [1.527, 3.441, 1.059], [0.800, -0.867, 3.968], [1.982, -2.326, 5.609]], "atomic_forces_ev_per_a": [[-0.071, 0.111, 0.095], [-0.064, -0.269, 0.059], [0.061, -0.070, 0.112], [-0.009, 0.243, -0.001], [0.091, 0.164, 0.020], [-0.037, 0.067, 0.604], [-0.348, -0.719, 0.244], [0.154, 0.040, -0.046], [0.254, 0.080, -0.043], [1.085, -0.062, -0.830], [-0.613, -1.552, -1.106], [-0.759, 1.844, 1.822], [-0.119, -0.714, -0.369], [0.012, 0.203, 0.111], [0.597, 0.181, -0.029], [-0.212, -0.222, 0.230], [-0.231, -0.035, -0.182], [0.269, -0.046, 0.073], [0.035, -0.130, 0.043], [-0.269, 0.164, 0.109], [-0.002, -0.113, 0.367], [0.366, 0.628, -0.195], [-0.014, 0.061, -0.107], [-0.240, -0.125, -0.011], [1.361, -0.292, -0.909], [0.231, -0.341, -1.514], [-0.659, -0.301, -0.088], [0.225, 0.205, -0.153], [0.543, -0.176, 0.148], [0.063, 0.239, -0.007], [-0.139, -0.124, 0.145], [-0.062, -0.124, 0.169], [0.092, -0.079, -0.107], [-0.191, 0.295, 0.040], [0.525, -0.195, -0.168], [0.042, 0.258, 0.401], [0.096, -0.132, -0.103], [-0.172, -0.069, -0.190], [-0.246, 0.757, 1.740], [-0.536, -0.933, -0.223], [-0.653, 0.274, -0.073], [-0.267, 0.018, -0.068], [0.070, 0.294, -0.072], [-0.018, -0.175, -0.004], [0.111, -0.024, 0.013], [-0.021, -0.043, -0.096], [-0.090, 0.001, 0.052], [0.089, -0.056, 0.054], [-0.025, 0.033, -0.107], [0.010, 0.095, -0.027], [0.031, -0.117, -0.038], [-0.127, 0.043, -0.005], [0.097, 0.124, 0.399], [0.157, 0.334, -0.281], [-0.040, 0.309, -0.018], [0.318, 0.012, 0.011], [-0.212, -0.186, 0.087], [-0.056, 0.049, -0.157], [-0.204, -0.062, 0.145], [0.264, -0.068, 0.022], [-0.136, -0.100, -0.157], [-0.498, -0.118, -0.194], [0.120, -0.143, -0.116], [-0.087, 0.311, 0.043], [-0.279, -0.129, 0.197], [0.176, 0.285, 0.017], [0.020, -0.309, -0.028], [0.462, 0.036, 0.164], [-0.017, 0.118, 0.260], [-0.362, 0.244, 0.071], [0.018, -0.357, 0.048], [-0.106, -0.197, 0.170], [-0.179, -0.015, -0.197], [0.200, 0.195, 0.147], [0.121, -0.095, -0.050], [0.096, 0.228, 0.179], [-0.177, 0.055, -0.169], [-0.122, 0.305, -0.031], [-0.244, 0.057, -0.106], [0.013, -0.017, 0.265], [0.127, -0.089, -0.212], [0.015, 0.269, -0.061], [0.061, -0.159, -0.161], [0.048, 0.061, 0.254], [0.166, -0.400, 0.021], [0.105, -0.061, -0.249], [0.045, 0.160, -0.260], [0.014, -0.008, -0.138], [-0.046, -0.114, -0.094], [-0.036, 0.185, -0.136], [0.096, 0.086, 0.179], [0.180, -0.047, -0.025], [-0.051, -0.227, 0.415], [-0.085, 0.118, -0.013], [-0.015, 0.252, -0.331], [-0.050, 0.159, 0.422], [0.144, 0.049, 0.001], [0.195, -0.178, 0.015], [-0.001, -0.012, -0.148], [-0.121, -0.115, 0.135], [0.147, 0.229, 0.095], [-0.167, -0.071, 0.090], [0.050, 0.046, -0.209], [-0.330, 0.057, -0.127], [0.036, -0.650, 0.296], [-0.236, 0.300, 0.028], [0.493, 0.448, -0.128], [-1.103, -0.230, -0.551], [0.043, 0.518, 0.357], [0.314, -0.416, -0.068], [0.845, 0.254, 0.676], [0.270, 0.860, 0.134], [0.336, -0.450, -0.077], [0.319, 0.096, 0.697], [-0.742, -0.554, -1.059], [-0.150, -0.387, 0.236], [0.112, 0.572, -0.292], [-0.010, 0.034, -0.163], [-0.345, -0.373, 0.020], [-0.429, -0.018, -0.232], [0.050, 0.099, -0.086], [0.247, 0.149, 0.025], [-0.279, 0.101, 0.176], [0.034, -0.062, -0.311], [-0.084, -0.251, 0.090], [0.032, -0.019, 0.038], [-0.078, 0.183, -0.249], [-0.054, 0.005, 0.025], [0.017, -0.229, -0.058], [-0.201, -0.196, 0.068], [-0.026, -0.331, 0.207], [0.231, 0.142, 0.264], [0.201, 0.032, 0.194], [0.106, 0.263, -0.213]]}